(1)
The following is a DFT calculation (wB97M-V/def2-TZVPD) of a molecular structure, C31H78CdF3O11 in a non-equilibrium geometry.

Structure (ORCA input):
```
! wB97M-V def2-TZVPD RIJCOSX def2/J DEFGRID3
* xyz 1 1
Cd -0.63 2.57 3.10
C 0.04 0.24 1.53
O -1.29 0.66 1.34
O 0.56 1.01 2.52
C 0.05 -1.27 1.90
F -0.24 -2.02 0.82
F 1.22 -1.75 2.34
F -0.86 -1.48 2.86
C -1.99 0.18 0.15
C -3.45 0.52 0.32
H -3.85 -0.11 1.12
H -3.74 1.54 0.53
H -3.97 0.22 -0.59
H -1.87 -0.89 0.06
H -1.54 0.70 -0.71
H 0.63 0.40 0.62
C 3.48 -2.38 -0.69
C 4.53 -2.78 0.35
C 5.73 -1.84 0.23
O 4.03 -2.60 1.68
H 2.87 -1.55 -0.34
H 2.79 -3.22 -0.88
H 3.95 -2.04 -1.61
H 4.89 -3.79 0.17
H 6.14 -1.88 -0.79
H 6.57 -2.13 0.86
H 5.43 -0.80 0.38
H 3.29 -3.22 1.76
C 0.53 -5.78 1.20
C 1.75 -5.02 1.74
C 1.66 -4.73 3.22
O 2.98 -5.65 1.44
H 0.57 -5.81 0.11
H -0.42 -5.30 1.44
H 0.57 -6.81 1.55
H 1.66 -4.04 1.24
H 1.71 -5.66 3.79
H 0.70 -4.26 3.43
H 2.46 -4.10 3.59
H 3.19 -5.48 0.51
C 3.74 0.10 4.16
C 5.13 -0.46 4.46
C 5.42 -0.40 5.95
O 5.26 -1.81 4.06
H 3.66 1.14 4.49
H 3.01 -0.44 4.77
H 3.46 -0.04 3.12
H 5.87 0.13 3.89
H 4.83 -1.13 6.50
H 5.42 0.63 6.30
H 6.47 -0.69 6.14
H 4.70 -2.04 3.29
C -4.51 4.98 -2.43
C -5.48 4.89 -1.27
C -5.42 3.53 -0.58
O -5.13 5.95 -0.36
H -4.72 4.36 -3.30
H -3.46 4.77 -2.19
H -4.38 6.03 -2.73
H -6.50 5.13 -1.58
H -4.63 3.57 0.18
H -5.20 2.75 -1.30
H -6.35 3.26 -0.08
H -5.03 5.58 0.52
C -1.53 4.29 -4.70
C -0.50 3.19 -4.44
C -1.08 1.87 -3.94
O 0.19 2.85 -5.65
H -1.23 4.92 -5.52
H -1.70 4.85 -3.77
H -2.52 3.86 -4.90
H 0.20 3.57 -3.69
H -0.41 1.03 -4.07
H -1.94 1.64 -4.58
H -1.40 2.01 -2.91
H 0.84 3.52 -5.84
C 1.10 5.14 -0.41
C -0.15 4.61 0.30
C -1.08 3.94 -0.70
O 0.21 3.63 1.32
H 1.24 4.63 -1.37
H 2.01 5.08 0.18
H 0.94 6.19 -0.67
H -0.61 5.46 0.80
H -2.10 3.82 -0.33
H -0.71 2.97 -1.01
H -1.12 4.64 -1.53
H 1.08 3.22 1.07
C 5.12 2.07 1.25
C 3.92 2.55 0.46
C 3.62 1.78 -0.83
O 2.77 2.75 1.30
H 5.97 1.95 0.57
H 4.99 1.14 1.80
H 5.51 2.83 1.93
H 4.16 3.55 0.09
H 2.97 2.40 -1.45
H 3.16 0.80 -0.66
H 4.56 1.67 -1.38
H 2.58 1.87 1.68
C -2.58 -1.76 -3.60
C -2.16 -3.24 -3.37
C -1.13 -3.38 -2.29
O -3.33 -4.01 -3.11
H -3.56 -1.74 -4.07
H -1.83 -1.26 -4.22
H -2.60 -1.20 -2.66
H -1.73 -3.53 -4.33
H -1.34 -2.72 -1.44
H -0.11 -3.23 -2.65
H -1.08 -4.40 -1.91
H -3.87 -3.53 -2.47
C -3.86 -3.44 1.06
C -4.76 -3.70 -0.15
C -6.25 -3.78 0.27
O -4.62 -2.61 -1.09
H -4.17 -3.98 1.95
H -3.86 -2.38 1.32
H -2.83 -3.68 0.78
H -4.44 -4.62 -0.64
H -6.51 -2.80 0.68
H -6.44 -4.55 1.01
H -6.81 -3.95 -0.65
H -5.50 -2.22 -1.12
*
```

Results
Energy above the lowest of the compared OMol25 structures with the same formula, charge and spin = 252.47 kJ/mol
Lowest unoccupied orbital energy = -6.624 eV
Strongest force on any atom = 1.74 eV/A
E_HOMO = -11.306 eV
Total energy = -2522.58064 a.u.

(2)
The following is a DFT calculation (wB97M-V/def2-TZVPD) of 7 unconnected molecules or ions with the total composition C31H81BF4N7O5 in a non-equilibrium geometry.

Structure (ORCA input):
```
! wB97M-V def2-TZVPD RIJCOSX def2/J DEFGRID3
* xyz 5 1
C -2.02 -5.45 10.89
C -3.56 -4.95 10.81
N -3.74 -4.54 9.42
C -4.57 -5.13 8.45
C -4.51 -4.38 7.24
N -3.53 -3.44 7.42
C -3.05 -3.56 8.78
C -3.05 -2.47 6.49
H -1.96 -6.21 11.67
H -1.32 -4.61 10.93
H -1.78 -6.01 9.99
H -3.75 -4.15 11.53
H -4.24 -5.79 10.95
H -5.16 -6.00 8.69
H -5.06 -4.49 6.31
H -2.30 -2.92 9.23
H -1.97 -2.36 6.56
H -3.37 -1.51 6.90
H -3.42 -2.59 5.47
C 0.94 -5.08 -7.07
N 0.65 -5.59 -5.62
C -0.41 -6.71 -5.82
C 1.96 -6.26 -5.06
C 0.17 -4.46 -4.65
C 1.05 -3.21 -4.35
O 1.75 -2.61 -5.45
H 1.86 -4.50 -6.99
H 0.19 -4.39 -7.46
H 1.07 -6.04 -7.56
H -0.87 -6.96 -4.87
H 0.03 -7.64 -6.18
H -1.15 -6.25 -6.48
H 1.95 -6.41 -3.98
H 2.67 -5.46 -5.28
H 2.18 -7.21 -5.54
H 0.06 -5.09 -3.77
H -0.85 -4.20 -4.95
H 1.70 -3.44 -3.51
H 0.30 -2.55 -3.90
H 1.62 -1.68 -5.29
C -0.09 11.03 -2.32
N -0.57 9.57 -2.39
C 0.64 8.64 -2.57
C -1.10 9.14 -0.98
C -1.53 9.21 -3.64
C -2.28 10.46 -4.18
O -3.21 10.91 -3.19
H 0.54 11.08 -1.44
H -0.95 11.60 -1.98
H 0.41 11.30 -3.26
H 1.04 8.96 -3.52
H 0.13 7.68 -2.61
H 1.34 8.63 -1.73
H -0.27 9.21 -0.28
H -1.56 8.18 -1.19
H -1.87 9.85 -0.69
H -2.29 8.61 -3.12
H -0.93 8.69 -4.38
H -2.81 10.05 -5.04
H -1.60 11.15 -4.69
H -3.74 10.15 -2.94
C 7.15 4.72 -1.03
N 7.63 3.78 -2.18
C 8.98 3.23 -1.50
C 6.55 2.64 -2.36
C 8.03 4.44 -3.52
C 6.87 4.88 -4.41
O 6.12 3.97 -5.13
H 7.90 5.51 -0.90
H 6.91 4.17 -0.12
H 6.25 5.16 -1.45
H 8.78 2.72 -0.56
H 9.58 4.13 -1.35
H 9.39 2.44 -2.14
H 6.67 2.02 -1.48
H 6.81 2.11 -3.28
H 5.60 3.17 -2.41
H 8.71 3.73 -4.00
H 8.64 5.30 -3.23
H 7.18 5.75 -4.98
H 6.17 5.40 -3.75
H 5.23 4.33 -5.12
C 2.97 -5.55 2.87
N 3.05 -6.90 3.47
C 4.06 -7.68 2.55
C 3.75 -6.91 4.84
C 1.75 -7.70 3.49
C 0.55 -6.96 4.26
O 0.08 -6.04 3.36
H 2.54 -5.48 1.87
H 3.99 -5.20 2.66
H 2.42 -4.82 3.46
H 4.28 -8.69 2.87
H 5.01 -7.16 2.49
H 3.58 -7.57 1.57
H 4.02 -7.91 5.19
H 3.22 -6.35 5.61
H 4.66 -6.32 4.77
H 1.89 -8.72 3.84
H 1.42 -7.68 2.46
H 0.81 -6.52 5.22
H -0.12 -7.74 4.60
H -0.50 -6.57 2.80
C -5.30 1.82 -1.08
N -6.72 1.77 -1.66
C -6.65 2.73 -2.84
C -6.98 0.34 -2.11
C -7.79 2.22 -0.72
C -8.48 1.26 0.23
O -7.61 0.73 1.21
H -4.51 1.44 -1.73
H -5.36 1.19 -0.20
H -5.02 2.83 -0.77
H -6.03 2.32 -3.64
H -6.31 3.73 -2.58
H -7.67 3.00 -3.12
H -7.12 -0.24 -1.20
H -6.27 -0.05 -2.84
H -7.93 0.27 -2.64
H -8.64 2.55 -1.32
H -7.38 3.15 -0.35
H -8.99 0.50 -0.37
H -9.31 1.74 0.75
H -8.04 0.47 2.02
B 1.16 1.87 1.58
F 1.09 0.55 1.31
F 0.01 2.25 2.26
F 2.36 2.09 2.28
F 1.11 2.52 0.38
*
```

Results
Energy above the lowest of the compared OMol25 structures with the same formula, charge and spin = 407.80 kJ/mol
Lowest unoccupied orbital energy = -7.770 eV
Strongest force on any atom = 4.80 eV/A
E_HOMO = -16.634 eV
Total energy = -2411.87320 a.u.

(3)
The following is a DFT calculation (wB97M-V/def2-TZVPD) of a molecular structure, C31H82N2O13 in a non-equilibrium geometry.

Structure (ORCA input):
```
! wB97M-V def2-TZVPD RIJCOSX def2/J DEFGRID3
* xyz 0 1
C -4.25 -5.94 -12.14
C -4.27 -6.54 -13.56
O -4.05 -5.67 -14.73
O -5.07 -6.56 -11.22
H -4.54 -4.89 -12.06
H -3.21 -5.92 -11.82
H -5.31 -6.86 -13.64
H -3.73 -7.48 -13.49
H -3.17 -5.30 -14.83
H -5.14 -6.17 -10.34
C -2.47 -8.98 -9.61
C -2.94 -7.82 -10.47
O -2.19 -6.69 -10.32
O -2.61 -8.69 -8.26
H -1.41 -9.07 -9.85
H -2.92 -9.85 -10.09
H -4.00 -7.60 -10.45
H -2.87 -8.14 -11.51
H -1.24 -6.85 -10.36
H -2.05 -7.93 -8.11
C -0.49 -4.20 -12.66
O -1.53 -3.62 -11.97
C -2.08 -4.40 -10.90
C -3.13 -3.43 -10.23
N -2.53 -2.15 -9.84
C -3.38 -1.17 -9.25
C -3.99 -1.75 -7.93
O -4.79 -0.84 -7.14
C -6.01 -0.30 -7.63
H -0.05 -3.29 -13.07
H -0.75 -4.91 -13.45
H 0.19 -4.66 -11.95
H -1.28 -4.78 -10.27
H -2.56 -5.21 -11.45
H -3.47 -3.90 -9.31
H -3.96 -3.19 -10.89
H -2.09 -1.81 -10.68
H -4.22 -0.81 -9.85
H -2.85 -0.24 -9.08
H -3.13 -2.17 -7.40
H -4.72 -2.52 -8.19
H -6.20 0.50 -6.91
H -6.78 -1.04 -7.84
H -5.92 0.18 -8.61
C -5.81 -8.01 -10.04
O -6.53 -9.12 -10.57
C -7.92 -8.91 -10.57
C -8.65 -10.00 -11.34
N -8.76 -11.24 -10.53
C -9.10 -12.43 -11.26
C -8.80 -13.75 -10.54
O -9.33 -14.92 -11.18
C -10.77 -15.01 -11.32
H -5.94 -7.23 -10.79
H -4.79 -8.40 -10.04
H -6.22 -7.62 -9.11
H -8.02 -8.17 -11.37
H -8.30 -8.58 -9.60
H -8.22 -10.21 -12.32
H -9.66 -9.65 -11.55
H -7.86 -11.62 -10.25
H -8.47 -12.44 -12.15
H -10.10 -12.36 -11.68
H -9.27 -13.85 -9.56
H -7.72 -13.85 -10.52
H -11.23 -15.03 -10.34
H -10.96 -16.02 -11.67
H -11.26 -14.32 -12.01
C -6.79 -0.55 -10.38
C -6.16 -1.81 -10.87
C -6.91 -3.06 -10.41
O -6.24 -1.78 -12.31
H -6.10 0.26 -10.62
H -6.95 -0.68 -9.31
H -7.72 -0.22 -10.84
H -5.14 -1.73 -10.50
H -7.97 -2.84 -10.24
H -6.55 -3.32 -9.42
H -7.01 -3.96 -11.03
H -5.87 -2.59 -12.68
C -2.42 -6.35 -6.73
C -1.46 -5.22 -6.55
C -1.79 -3.95 -7.33
O -1.39 -5.02 -5.14
H -3.36 -6.21 -6.21
H -2.01 -7.28 -6.34
H -2.70 -6.44 -7.78
H -0.45 -5.43 -6.91
H -1.11 -3.16 -7.00
H -2.85 -3.80 -7.12
H -1.82 -4.19 -8.39
H -0.58 -4.54 -4.97
C -4.13 -11.42 -6.35
C -4.43 -10.70 -7.75
C -4.63 -9.15 -7.66
O -3.17 -10.84 -8.49
H -5.02 -11.68 -5.78
H -3.36 -10.89 -5.79
H -3.91 -12.45 -6.65
H -5.15 -11.19 -8.40
H -3.74 -8.62 -7.33
H -5.37 -8.71 -6.99
H -4.86 -8.76 -8.65
H -2.93 -9.93 -8.70
C -9.38 -3.32 -6.26
C -8.15 -3.82 -7.07
C -7.09 -2.67 -7.33
O -7.52 -4.81 -6.29
H -10.27 -3.94 -6.36
H -9.68 -2.32 -6.57
H -9.10 -3.23 -5.21
H -8.61 -4.15 -8.00
H -7.62 -2.03 -8.05
H -6.13 -2.88 -7.80
H -7.01 -2.04 -6.44
H -6.73 -4.45 -5.88
C -5.71 -4.63 -9.02
C -4.49 -5.42 -8.93
C -4.72 -6.87 -8.41
O -3.98 -5.50 -10.26
H -6.61 -5.21 -9.22
H -5.66 -3.84 -9.77
H -5.78 -4.00 -8.13
H -3.80 -4.87 -8.29
H -3.75 -7.24 -8.09
H -5.12 -7.57 -9.14
H -5.33 -7.02 -7.52
H -3.26 -6.13 -10.23
*
```

Results
Energy above the lowest of the compared OMol25 structures with the same formula, charge and spin = 3475.90 kJ/mol
Lowest unoccupied orbital energy = -0.320 eV
Strongest force on any atom = 12.88 eV/A
E_HOMO = -7.884 eV
Total energy = -2316.43861 a.u.